No. 1
C38H29AuNP2Te | wB97M-V/def2-TZVPD

Calculated values
LUMO level   2.4 eV
HOMO energy   -4.16 eV
HOMO-LUMO gap   6.6 eV

Geometry as ORCA input:
```
! wB97M-V def2-TZVPD RIJCOSX def2/J DEFGRID3
* xyz -1 1
Au -1.030 1.000 -1.896
Te 0.064 -3.287 -0.303
P -1.062 -0.238 0.076
P 1.829 -0.739 -0.253
N 0.064 -5.680 4.005
C -0.465 -3.740 2.690
C 5.020 -2.762 2.448
C 3.062 -1.550 0.857
C -0.866 0.449 2.808
C -1.533 2.221 1.337
C 1.903 2.022 -0.534
C -0.951 2.703 -4.670
C -0.985 2.046 -3.648
C -4.977 -2.680 0.178
C 2.079 1.311 1.747
C -0.902 3.490 -5.866
C -0.807 5.056 -8.188
C -1.167 0.892 1.523
C 0.060 -4.320 1.540
C 1.964 0.988 0.395
C 0.581 -5.602 1.661
C 4.388 -1.609 0.434
C -3.239 -1.511 1.358
C 0.556 -6.229 2.898
C -0.417 3.724 -8.224
C -4.406 -2.264 1.370
C 0.250 -1.355 0.474
C -0.962 1.307 3.891
C -0.463 2.948 -7.077
C 2.119 2.632 2.160
C -1.341 2.631 3.698
C 2.731 -2.118 2.085
C 5.363 -2.201 1.225
C 2.043 3.656 1.221
C -1.618 3.088 2.419
C -1.246 5.606 -6.991
C 3.699 -2.723 2.874
C -1.294 4.833 -5.842
C 1.936 3.351 -0.126
C -4.381 -2.338 -1.028
C -3.217 -1.586 -1.037
C -2.630 -1.170 0.155
C -0.434 -4.450 3.878
H 2.063 4.690 1.545
H -2.757 -1.314 -1.980
H 2.193 2.865 3.215
H -1.401 3.307 4.542
H -0.838 -4.001 4.781
H -2.809 -1.185 2.296
H -0.511 -0.567 2.936
H -0.770 5.662 -9.085
H -0.722 0.951 4.886
H 1.693 -2.091 2.396
H 3.417 -3.172 3.819
H 4.656 -1.191 -0.531
H 1.028 -6.110 0.815
H -5.888 -3.267 0.188
H 5.777 -3.237 3.060
H -0.158 1.910 -7.101
H -1.634 5.257 -4.906
H -1.552 6.644 -6.950
H 0.970 -7.228 3.000
H 6.389 -2.234 0.879
H 2.126 0.515 2.480
H -1.891 4.123 2.255
H -4.867 -2.524 2.315
H -0.072 3.287 -9.153
H 1.870 4.142 -0.863
H -4.823 -2.655 -1.964
H 1.808 1.783 -1.587
H -1.735 2.579 0.334
H -0.877 -2.740 2.656
*
```

=====

No. 2
C38H29BrN8O4Rb | wB97M-V/def2-TZVPD

Calculated values
LUMO level   2.0 eV
HOMO energy   -4.45 eV
HOMO-LUMO gap   6.4 eV

Geometry as ORCA input:
```
! wB97M-V def2-TZVPD RIJCOSX def2/J DEFGRID3
* xyz -1 1
Rb -0.275 -0.517 -0.510
Br -0.940 3.685 6.216
O 3.325 -4.446 -3.399
O 2.273 -1.088 -1.321
O -0.623 -1.971 1.647
O -1.875 -0.796 5.558
N 0.159 -1.979 -2.859
N 0.733 2.905 0.450
N -2.330 -0.790 -3.222
N -2.096 -0.663 2.832
N 1.154 2.063 -2.086
N 1.268 -2.666 -2.669
N -2.365 0.098 1.795
N -2.650 1.815 -0.285
C 4.952 -5.124 -0.198
C -2.774 2.733 -1.231
C 0.896 -3.068 6.229
C -3.914 0.213 -4.717
C -0.192 -2.233 6.410
C -3.163 -0.211 -5.806
C 3.659 -4.334 -2.083
C -2.002 -0.923 -5.586
C -4.899 2.268 0.380
C 0.629 4.383 2.441
C -3.447 -0.114 -3.452
C 1.912 3.045 -1.595
C -3.536 0.567 1.570
C 1.425 1.595 -3.292
C -1.063 -1.503 2.722
C -1.589 -1.191 -4.270
C 1.658 3.456 -0.207
C -5.019 3.216 -0.616
C -0.858 -1.665 5.325
C 4.569 -5.229 -1.525
C 2.944 3.625 -2.330
C 2.149 -2.254 -1.762
C 4.437 -4.105 0.586
C -0.334 -1.883 -4.041
C 0.229 4.531 3.759
C 3.210 3.143 -3.601
C 0.655 -2.822 3.866
C 3.547 -3.203 0.025
C 0.415 3.173 1.775
C -0.217 2.130 2.452
C 2.448 2.097 -4.093
C -0.617 2.263 3.768
C 3.129 -3.301 -1.298
C -0.382 3.469 4.407
C -0.451 -1.986 4.014
C 1.335 -3.355 4.947
C -3.692 1.567 0.524
C -3.936 3.461 -1.451
H 0.806 0.771 -3.635
H -1.393 -1.267 -6.413
H -4.824 0.782 -4.846
H 2.644 1.671 -5.067
H 2.199 -3.989 4.791
H -0.416 1.221 1.898
H 4.012 3.569 -4.192
H 1.082 5.221 1.925
H -3.995 4.194 -2.245
H 0.386 5.468 4.277
H -1.893 2.892 -1.847
H -1.989 -0.703 6.509
H -5.716 2.058 1.059
H 1.400 -3.489 7.090
H -5.944 3.769 -0.735
H -4.007 0.182 -2.568
H 0.955 -3.050 2.852
H 3.143 -2.388 0.612
H 0.185 -2.293 -4.911
H -4.417 0.276 2.149
H -3.480 0.018 -6.817
H -0.530 -2.005 7.416
H 5.657 -5.834 0.216
H 3.529 4.429 -1.901
H 2.344 4.202 0.217
H 4.985 -6.018 -2.145
H -1.124 1.442 4.262
H 3.798 -5.199 -3.765
H 4.733 -4.011 1.623
*
```

=====

No. 3
C38H29IN9O7ReS2 | wB97M-V/def2-TZVPD

Calculated values
LUMO level (spin up / spin down)   -2.7 / -3.7 eV
HOMO energy (spin up / spin down)   -10.27 / -10.38 eV
HOMO-LUMO gap (spin up / spin down)   7.6 / 6.7 eV

Geometry as ORCA input:
```
! wB97M-V def2-TZVPD RIJCOSX def2/J DEFGRID3
* xyz 1 4
Re -0.595 -1.810 2.841
I 1.743 -2.742 1.875
S 0.444 1.501 2.603
S -2.577 0.001 2.385
O 1.509 2.294 3.116
O 0.286 1.892 -5.312
O 0.402 0.129 3.100
O -3.926 -0.180 1.956
O -1.552 -0.310 1.379
O 0.399 1.675 1.026
O -2.235 -0.779 3.626
N -1.611 -3.492 2.940
N 2.308 2.716 0.066
N 2.557 0.586 0.796
N 0.495 2.282 -7.460
N -0.888 -2.976 -4.033
N -1.971 -2.223 -3.787
N -0.735 -2.006 -2.006
N 1.393 3.077 -6.786
N 3.519 2.627 0.568
C -0.015 -2.396 7.113
C -2.717 -0.510 -8.243
C -2.362 1.688 2.889
C 1.217 -2.953 7.290
C -2.121 4.251 3.921
C 3.303 -3.862 6.341
C -1.757 0.466 -8.042
C -3.009 -2.052 -4.784
C 3.220 4.024 -4.730
C -3.368 3.659 3.809
C 1.550 -2.971 4.867
C 3.634 -3.896 3.961
C 2.031 -3.262 6.174
C 2.307 3.938 -2.098
C -1.182 0.604 -6.780
C 1.604 1.445 0.199
C 3.514 4.553 -2.411
C -3.490 2.376 3.295
C -3.134 -5.587 3.066
C -2.289 -4.414 3.000
C -0.490 -2.121 5.814
C -2.546 -1.190 -5.938
C 3.964 4.602 -3.720
C -3.106 -1.340 -7.199
C -0.144 1.603 -6.568
C 1.257 2.812 -5.531
C 1.880 3.910 -0.645
C -0.981 3.569 3.520
C -1.099 2.287 3.003
C -1.583 -0.215 -5.734
C 4.081 -4.183 5.267
C 3.606 1.338 0.989
C 2.417 -3.309 3.808
C -0.174 -2.822 -2.938
C -1.869 -1.657 -2.576
C 0.255 -2.390 4.682
C 2.013 3.397 -4.429
C 1.553 3.355 -3.112
H 5.047 -4.652 5.405
H 0.781 -3.302 -2.800
H 4.900 5.093 -3.950
H -2.794 -6.332 2.349
H -3.166 -0.630 -9.221
H -0.642 -2.170 7.966
H 4.103 5.004 -1.621
H 0.797 3.983 -0.543
H 3.552 4.052 -5.759
H -1.474 -1.680 5.709
H 0.002 4.010 3.608
H -3.861 -1.587 -4.287
H -3.318 -3.033 -5.141
H 0.596 2.893 -2.894
H -4.162 -5.305 2.837
H -2.619 -1.006 -2.156
H -4.251 4.196 4.128
H -1.115 -0.099 -4.764
H 1.589 -3.172 8.284
H 2.348 4.747 -0.131
H 4.503 0.975 1.469
H -3.098 -6.013 4.068
H -3.849 -2.111 -7.370
H 4.252 -4.138 3.106
H -1.432 1.117 -8.842
H 1.210 1.070 -0.744
H 3.650 -4.065 7.347
H -4.454 1.895 3.194
H -2.029 5.249 4.327
*
```

=====

No. 4
C38H30CeN5O2PS2 | wB97M-V/def2-TZVPD

Calculated values
LUMO level (spin up / spin down)   1.2 / 1.2 eV
HOMO energy (spin up / spin down)   -4.67 / -4.73 eV
HOMO-LUMO gap (spin up / spin down)   5.8 / 5.9 eV

Geometry as ORCA input:
```
! wB97M-V def2-TZVPD RIJCOSX def2/J DEFGRID3
* xyz -1 2
Ce -2.355 1.631 0.760
S 0.393 2.158 0.374
S -1.083 1.265 3.193
P 2.363 -1.109 -0.365
O -2.614 1.140 -1.429
O -4.124 2.603 1.329
N -3.778 -0.264 0.467
N 1.071 6.105 6.250
N 3.935 6.174 3.662
N 2.381 -0.197 2.501
N -4.009 -0.679 -0.849
C 5.990 0.319 -1.521
C 5.705 0.815 -2.786
C 0.686 2.975 1.918
C 1.095 4.392 4.321
C -0.025 2.644 3.117
C 3.101 5.416 3.377
C 2.252 -2.758 -2.730
C 4.999 -0.346 -0.782
C 3.711 -0.406 -1.304
C -3.324 0.071 -1.758
C -5.069 -1.654 2.077
C 0.169 3.299 4.332
C 3.377 0.144 -2.559
C 4.435 0.720 -3.298
C 1.093 5.361 5.350
C 0.974 -4.791 -2.661
C 2.022 4.495 3.244
C 1.959 -4.052 -3.282
C -5.625 0.763 1.732
C 1.842 -2.517 -1.392
C 0.935 -3.385 -0.714
C -4.819 -0.371 1.383
C -3.617 -0.079 -3.208
C -3.087 0.480 -5.480
C 3.127 -1.302 2.328
C -2.867 0.654 -4.139
C -5.149 -0.623 -4.984
C 4.466 -3.707 2.084
C 0.366 -4.409 -1.440
C -4.284 -0.035 -5.926
C -6.554 3.098 1.620
C 3.962 -1.742 3.395
C -5.385 2.132 1.483
C 3.166 -1.949 1.054
C -4.798 -0.692 -3.647
C 3.823 -3.218 0.976
C 1.795 3.855 2.049
C 4.531 -2.966 3.298
H 5.193 -3.314 4.116
H -6.541 0.587 2.277
H 1.937 0.317 1.707
H -2.062 1.357 -3.775
H 2.373 0.069 -2.961
H 6.522 1.362 -3.318
H -6.142 -1.908 2.035
H -4.618 0.008 -6.964
H 4.134 1.187 -4.254
H -0.488 3.160 5.211
H 3.012 -2.168 -3.213
H 7.030 0.375 -1.175
H -6.128 -1.077 -5.205
H 0.909 -3.378 0.379
H 3.875 -3.770 0.010
H -4.971 -1.524 3.174
H 5.160 -0.721 0.256
H -2.227 0.726 -6.107
H -4.481 -2.498 1.690
H -5.401 -1.184 -2.890
H -0.492 -5.061 -1.193
H 0.804 -5.797 -3.001
H 5.073 -4.579 2.121
H 2.490 -4.406 -4.189
H 2.528 4.115 1.271
H 4.050 -1.160 4.324
H -6.375 3.848 0.800
H -7.530 2.582 1.564
H -6.507 3.638 2.593
H 1.714 -0.246 3.294
*
```

=====

No. 5
C38H30N2O2P2Sn | wB97M-V/def2-TZVPD

Calculated values
LUMO level   -7.8 eV
HOMO energy   -13.54 eV
HOMO-LUMO gap   5.7 eV

Geometry as ORCA input:
```
! wB97M-V def2-TZVPD RIJCOSX def2/J DEFGRID3
* xyz 2 1
Sn -0.092 -0.362 -0.599
P 0.645 2.184 -0.806
P -0.670 -3.145 -0.551
O 0.872 -2.445 2.168
O -0.608 1.858 1.721
N 2.101 -0.396 -1.157
N 0.124 -0.331 1.539
C 2.950 5.208 1.725
C -4.677 -2.857 0.054
C -3.131 3.296 -1.817
C 0.121 0.619 3.677
C -0.175 0.849 2.240
C -2.049 2.659 -1.225
C 0.056 -4.368 -4.289
C 0.891 -0.350 6.124
C 4.287 -0.888 -1.761
C -0.860 -3.990 -2.085
C 0.568 -1.305 2.451
C -2.281 -3.118 0.191
C 0.874 4.411 0.807
C 0.419 0.955 5.997
C -1.815 -5.000 -2.308
C 3.970 0.326 -2.252
C 0.096 -3.707 -3.080
C -3.456 -2.992 -0.576
C 3.628 4.145 1.145
C 0.974 -1.197 5.020
C -2.364 -3.089 1.595
C 2.938 3.216 0.383
C 0.019 1.461 4.762
C 1.800 1.807 -2.204
C 1.564 3.363 0.196
C 3.127 -1.376 -1.029
C 1.576 5.341 1.559
C -0.907 -5.352 -4.504
C -2.914 4.319 -2.729
C 0.581 -0.683 3.804
C -1.826 -5.677 -3.511
C -0.750 3.048 -1.548
C -4.749 -2.848 1.445
C 3.044 -2.463 -0.266
C -0.537 4.094 -2.450
C -1.620 4.720 -3.043
C 2.599 0.591 -1.864
C -3.595 -2.965 2.213
H -5.580 -2.759 -0.537
H 0.472 4.417 -2.684
H 1.330 -2.217 5.112
H -0.931 -5.880 -5.448
H 4.588 0.995 -2.835
H -1.460 5.528 -3.746
H 3.885 -3.141 -0.192
H 1.049 6.169 2.015
H 1.202 -0.711 7.095
H -5.710 -2.744 1.933
H -2.514 -5.271 -1.529
H 0.777 -4.135 -5.062
H -0.358 2.471 4.657
H 3.496 5.933 2.316
H -3.655 -2.954 3.294
H 0.370 1.587 6.875
H 4.698 4.045 1.284
H 0.857 -2.956 -2.896
H -1.468 -3.216 2.193
H -2.215 1.889 -0.482
H 5.221 -1.423 -1.862
H 2.164 -2.684 0.330
H 2.450 2.640 -2.463
H -2.550 -6.464 -3.681
H -0.198 4.499 0.691
H -3.757 4.816 -3.193
H 1.159 1.593 -3.067
H -4.141 3.000 -1.560
H 3.476 2.387 -0.066
H -3.406 -2.981 -1.656
*
```

=====

No. 6
C38H31AsN3O3PtSe2Te2 | wB97M-V/def2-TZVPD

Calculated values
LUMO level (spin up / spin down)   4.2 / 4.2 eV
HOMO energy (spin up / spin down)   -0.22 / -0.03 eV
HOMO-LUMO gap (spin up / spin down)   4.5 / 4.3 eV

Geometry as ORCA input:
```
! wB97M-V def2-TZVPD RIJCOSX def2/J DEFGRID3
* xyz -2 2
Pt 1.347 -1.163 0.656
Te 4.928 -1.521 1.244
Te 3.402 -0.823 3.385
Se 1.356 -2.190 2.862
Se 3.523 -0.801 -0.704
As -1.280 -1.567 -0.178
O 0.919 -3.303 -0.406
O -0.812 1.150 -1.910
O 2.108 1.239 1.514
N 0.419 2.885 -1.041
N 2.012 -3.913 -0.811
N 0.727 0.837 -0.222
C 1.438 1.633 0.563
C -3.497 0.380 -0.542
C 4.779 4.406 0.501
C 3.865 5.294 -1.527
C 0.026 1.565 -1.128
C -2.474 -0.097 0.261
C -2.816 -2.603 -4.535
C 3.619 3.694 0.715
C -1.166 -1.711 -3.038
C -3.157 -2.717 -2.160
C -3.584 -2.988 -3.446
C 2.914 -4.392 0.098
C -3.104 1.486 1.972
C -2.200 -4.988 2.094
C -0.632 5.934 1.756
C 4.330 -5.177 -1.679
C -3.539 -4.843 2.428
C 2.708 4.568 -1.328
C 0.564 3.561 2.539
C 3.409 -4.633 -2.590
C -4.228 -3.713 2.022
C -2.272 0.484 1.509
C 2.561 3.781 -0.185
C 2.282 -4.010 -2.146
C 4.058 -5.010 -0.311
C -0.025 5.129 0.820
C 0.569 3.918 1.189
C -1.569 -4.013 1.344
C 1.255 3.090 0.124
C 4.903 5.233 -0.611
C -3.596 -2.744 1.263
C -1.950 -2.059 -1.940
C -4.330 1.386 -0.085
C -0.649 5.565 3.099
C -1.599 -1.969 -4.324
C -0.037 4.373 3.476
C -4.153 1.924 1.179
C -2.256 -2.886 0.904
H 1.923 4.595 -2.069
H -5.267 -3.583 2.301
H -0.191 3.606 -1.389
H 1.552 -3.541 -2.791
H -4.826 2.691 1.544
H 3.962 5.913 -2.411
H -1.098 6.860 1.443
H -2.943 1.923 2.950
H 3.526 3.040 1.568
H 4.756 -5.365 0.433
H -4.531 -3.491 -3.607
H -3.633 -0.028 -1.536
H 3.594 -4.680 -3.654
H -1.439 0.138 2.120
H -4.042 -5.606 3.011
H -3.163 -2.797 -5.542
H 1.036 2.643 2.855
H -0.003 5.444 -0.215
H -0.521 -4.107 1.088
H 5.233 -5.660 -2.019
H 2.658 -4.218 1.134
H 5.803 5.816 -0.764
H -5.136 1.748 -0.713
H -4.149 -1.862 0.955
H -0.995 -1.669 -5.171
H -3.767 -3.013 -1.314
H -0.034 4.078 4.518
H -0.221 -1.211 -2.856
H -1.649 -5.859 2.425
H -1.131 6.195 3.835
H 5.599 4.320 1.200
*
```

=====

Calculated E (eV), listed in the same order as above: -70930.2310; -130686.2966; -99512.4299; -95327.1036; -71363.7368; -259887.3041